Formula: C4H13NO3
Source: the OMol25 dataset
Level of theory: wB97M-V/def2-TZVPD

```
21
Properties=species:S:1:pos:R:3:forces:R:3
C 1.169523 2.085970 -0.752992 -0.4427 1.7766 -0.3509
C 0.013518 1.139360 -0.777739 -1.5244 -1.6798 -0.7219
N 0.165171 -0.057688 -0.173603 -1.8330 -1.0794 -0.7154
C 1.404837 -0.699176 0.114207 2.3680 1.6206 0.1400
C 1.738578 -0.589615 1.633715 -0.6512 -2.5048 0.8223
O -1.076004 1.311818 -1.372228 0.8869 1.3933 0.3933
H 1.290690 2.467346 -1.784979 0.0915 -0.2562 0.4871
H 0.963723 3.011892 -0.133293 -0.0399 -1.0116 -0.4058
H 2.088734 1.637124 -0.400450 -0.0197 0.2624 -0.0061
H -0.651690 -0.743959 -0.321901 1.7343 2.1632 0.2961
H 2.277763 -0.024956 -0.452888 -1.8997 -2.6334 1.1033
H 1.319100 -1.776080 -0.266005 0.5761 1.3540 0.6469
H 2.598462 -1.297172 1.751975 -0.4817 0.4196 0.3660
H 0.853265 -0.982639 2.306075 1.6424 0.6697 -1.4153
H 2.059843 0.363577 2.072028 -0.2593 0.1097 -0.7621
H -2.956760 -1.911889 0.445289 0.4264 0.4229 -0.4902
H -1.458306 -2.121192 -0.009935 -0.8117 -0.3405 0.0761
O -2.101861 -2.273939 0.700705 0.4248 -0.7752 0.6192
H -3.939750 0.141625 -0.967713 -5.2728 1.5765 -2.1394
H -2.554992 0.490286 -1.010045 0.2332 -1.0737 0.8751
O -3.203844 -0.170695 -0.600231 4.8526 -0.4138 1.1816
```
Positions in Å, forces in eV/Å.

The highest occupied orbital energy (alpha / beta) is 0.0388 / -0.2215 hartree. The calculation puts the frontier orbital gap (alpha / beta) at 2.599 / 9.609 eV. The expectation value of S² is 0.75. The total charge is -1. As for the multiplicity: 2. As for the energy above the lowest of the compared OMol25 structures with the same formula, charge and spin: 163.7 kJ/mol.

Charges in e, computed with natural (NBO), in the same order as the atoms: C -0.8787; C 0.6209; N -0.6211; C -0.5823; C -0.6772; O -0.7258; H 0.2371; H 0.2217; H 0.2222; H 0.3782; H 0.1497; H 0.1703; H 0.1944; H 0.2039; H 0.2029; H 0.4924; H 0.4337; O -0.9802; H 0.4420; H 0.5084; O -1.0125



Formula: C4H13NO3
Source: the OMol25 dataset
Level of theory: wB97M-V/def2-TZVPD

```
21
Properties=species:S:1:pos:R:3:forces:R:3
C -0.414746 2.114948 1.668002 -0.0321 -0.1006 0.0478
C -0.263318 1.073777 0.568019 1.1973 -0.1550 -0.9810
O 0.667815 1.563123 -0.465042 -0.0439 0.3329 0.4759
C 0.351791 -0.225724 1.129473 -0.8355 0.0619 0.0160
N 0.208003 -1.468946 0.395608 0.7594 0.3807 -0.4462
C 1.056151 -1.592844 -0.758856 0.0036 0.3279 0.4612
O 0.761577 -0.749347 -1.846866 -0.2487 -0.1123 -1.1015
H -1.451963 2.309940 1.946719 0.0776 0.0950 -0.2034
H 0.091400 3.035374 1.369115 -0.3288 0.1304 0.0955
H 0.087628 1.777294 2.572927 0.1019 -0.0294 0.0685
H -1.148448 0.825606 -0.008139 -0.5795 0.1304 0.3579
H 0.694135 2.531343 -0.463366 -0.1429 -0.4312 0.0289
H -0.137209 -0.404156 2.082483 0.0576 0.1431 0.3851
H 1.404336 0.022248 1.298529 0.0120 -0.3511 0.0922
H -0.735203 -1.687879 0.108353 -0.2809 0.1469 0.1838
H 2.078240 -1.424441 -0.427542 0.2738 -0.1204 0.0212
H 0.937204 -2.601734 -1.132551 0.1493 -0.2128 -0.1320
H 0.997704 0.181430 -1.726883 0.0083 -0.2356 0.5982
O -1.838512 -2.037150 -1.895426 -0.2882 -0.7915 0.2500
H -1.077502 -2.063237 -2.492479 -0.2874 0.6993 0.1773
H -2.269083 -1.179626 -1.922077 0.4270 0.0915 -0.3955
```
Positions in Å, forces in eV/Å.

As for the SMILES: C[C@@H](O)CNCO.O. The highest occupied orbital energy is -0.3264 hartree. The calculation puts the frontier orbital gap at 9.597 eV. The total charge is 0. As for the energy above the lowest of the compared OMol25 structures with the same formula, charge and spin: 149.4 kJ/mol.

Charges in e, computed with natural (NBO), in the same order as the atoms: C -0.6385; C 0.0741; O -0.7713; C -0.2377; N -0.6420; C 0.0877; O -0.7836; H 0.2257; H 0.2061; H 0.2173; H 0.1734; H 0.4770; H 0.1952; H 0.2025; H 0.3838; H 0.1511; H 0.1708; H 0.5039; O -0.9641; H 0.4938; H 0.4748



Formula: C4H13NO3
Source: the OMol25 dataset
Level of theory: wB97M-V/def2-TZVPD

```
21
Properties=species:S:1:pos:R:3:forces:R:3
C 0.135512 -2.232233 -1.248068 -0.2057 -1.0570 0.3576
C -0.874406 -1.255401 -0.690190 -0.3604 0.1595 -0.7710
O -1.706417 -0.797087 -1.773106 0.0134 0.0079 -0.0639
C -0.179399 -0.051430 -0.047373 0.4040 -0.1172 0.3456
N 0.211669 0.991722 -1.000332 -0.0167 0.1129 0.0046
C -0.937476 0.546161 1.110237 -0.1632 0.0639 0.0279
O -0.080979 1.379120 1.879839 -0.3214 0.2535 -0.0732
H -0.366250 -3.063468 -1.752317 -0.1315 0.3510 -0.3352
H 0.603001 -2.758172 -0.406778 0.4482 0.4673 -0.0930
H 0.870505 -1.786431 -1.920606 -0.0274 0.0208 0.1811
H -1.512482 -1.793445 0.017326 0.1562 0.1531 0.2306
H -2.634607 -0.907605 -1.560423 0.0007 -0.0180 0.1000
H 0.750520 -0.406062 0.407388 -0.0342 -0.3147 0.0381
H -0.428435 1.776804 -0.934416 -0.1249 -0.0790 -0.0930
H 0.084199 0.642175 -1.942125 0.1373 0.0630 -0.1037
H -1.826270 1.098782 0.761450 0.1017 -0.0441 0.0373
H -1.278514 -0.252089 1.764279 0.0031 -0.0135 0.1812
H 0.230046 2.064297 1.277723 0.0721 0.0655 0.1294
O 3.006477 1.015276 1.542864 0.0675 0.1532 -0.0841
H 2.646500 1.633388 2.189683 -0.0347 -0.1929 -0.0624
H 2.478639 1.158491 0.747206 0.0159 -0.0349 0.0460
```
Positions in Å, forces in eV/Å.

As for the SMILES: C[C@H](O)[C@@H](N)CO.O. The highest occupied orbital energy is -0.3587 hartree. The calculation puts the frontier orbital gap at 10.324 eV. The total charge is 0. As for the energy above the lowest of the compared OMol25 structures with the same formula, charge and spin: 152.7 kJ/mol.

Charges in e, computed with natural (NBO), in the same order as the atoms: C -0.6267; C 0.0847; O -0.7482; C -0.1126; N -0.8500; C -0.0617; O -0.7118; H 0.2172; H 0.2165; H 0.2160; H 0.1717; H 0.4782; H 0.1973; H 0.3499; H 0.3799; H 0.1542; H 0.1840; H 0.4608; O -0.9411; H 0.4692; H 0.4726



Formula: C4H13NO3
Source: the OMol25 dataset
Level of theory: wB97M-V/def2-TZVPD

```
21
Properties=species:S:1:pos:R:3:forces:R:3
C -1.096758 3.022592 -0.216154 0.9627 0.6965 0.5657
C -0.551365 1.618116 0.017024 0.4635 -0.1033 -0.1863
C 1.007416 1.552697 0.180961 -1.0538 0.0396 -0.7606
C 1.348772 0.706622 1.368200 1.0823 0.3585 0.0604
N 1.658137 -0.600686 1.186168 -0.1754 -0.4608 0.2314
O 1.433742 1.218425 2.471151 -0.3229 -0.0404 0.1760
H -1.888567 3.073179 -0.949806 -0.3065 0.0741 0.0670
H -0.306423 3.726737 -0.487764 0.1406 -0.2766 -0.7633
H -1.351586 3.499411 0.731020 -0.7439 -0.3314 0.0799
H -1.062089 1.189279 0.883884 0.2115 -0.0773 -0.0663
H -0.756346 0.967816 -0.833054 -0.3885 0.0200 0.0183
H 1.417016 1.241637 -0.782029 0.1406 -0.5688 0.1980
H 1.427638 2.538069 0.295399 0.0091 0.3692 0.6224
H 1.468768 -1.156346 0.370431 -0.1570 0.3371 -0.4485
H 1.748841 -1.117145 2.042014 0.1271 -0.0495 0.1894
O 0.927678 -1.898249 -1.525626 0.0774 0.3336 -0.2756
H 0.305109 -2.590244 -1.768199 -0.0379 0.0076 -0.0581
H 0.969905 -1.297561 -2.287811 -0.0530 -0.3568 0.3456
O -2.214482 -5.085649 -0.605657 0.0622 -0.1158 0.5380
H -2.684998 -5.870394 -0.289605 0.0936 0.1973 -0.2091
H -1.800403 -4.738307 0.199449 -0.1317 -0.0529 -0.3242
```
Positions in Å, forces in eV/Å.

As for the SMILES: CCCC(N)=O.O.O. The highest occupied orbital energy is -0.3449 hartree. The calculation puts the frontier orbital gap at 9.698 eV. The total charge is 0. As for the energy above the lowest of the compared OMol25 structures with the same formula, charge and spin: 68.1 kJ/mol.

Charges in e, computed with natural (NBO), in the same order as the atoms: C -0.6169; C -0.3869; C -0.4928; C 0.6707; N -0.8278; O -0.6303; H 0.2117; H 0.2030; H 0.2154; H 0.2104; H 0.1949; H 0.2029; H 0.2289; H 0.4177; H 0.3902; O -0.9572; H 0.4850; H 0.4808; O -0.9389; H 0.4711; H 0.4681



Formula: C4H13NO3Si
Source: the OMol25 dataset
Level of theory: wB97M-V/def2-TZVPD

```
22
Properties=species:S:1:pos:R:3:forces:R:3
C 2.632435 -0.876727 0.588847 0.4653 0.2292 -1.1353
C -2.791189 -1.451729 0.288988 0.9065 -2.2976 -2.4115
C 2.647134 0.084700 -0.657921 0.5527 -1.0241 0.0075
C -1.900212 -0.937370 -0.873112 -0.1740 -1.2206 -2.6317
N -0.933848 3.000064 -0.046150 0.9189 -3.1073 2.0788
O -0.317336 0.856963 1.680144 1.4411 -0.9596 0.4427
O 1.845630 1.242450 -0.634202 -1.6245 -1.0047 1.0587
O -1.644735 0.432832 -0.783515 0.3774 2.6789 1.4825
Si -0.648977 1.298454 0.173762 1.9100 1.0228 -1.5911
H 1.656261 -1.384359 0.691365 -0.0165 0.8285 0.6839
H 3.272505 -1.764779 0.389415 0.0855 0.7275 0.0130
H 3.094241 -0.284951 1.386324 -0.7392 -0.5409 0.6288
H -2.382001 -1.084645 1.139350 1.2470 1.4249 2.8199
H -3.741713 -1.010553 0.155333 -1.2728 0.0007 -0.0104
H -2.792049 -2.583814 0.509981 -0.2529 1.6678 -1.1092
H 2.361847 -0.651583 -1.460312 0.3315 0.9754 -0.1475
H 3.789401 0.337632 -0.756605 -1.9734 -0.0436 -0.2236
H -2.393234 -0.990322 -1.959580 0.8263 -0.5539 2.4675
H -0.865898 -1.316130 -0.970290 -0.8048 -1.0559 0.2258
H -0.076900 3.494683 0.178867 -0.3499 0.4669 -0.6200
H -1.406031 3.118868 -0.893044 -0.3249 1.0816 -1.5556
H 0.594677 0.470326 1.852363 -1.5292 0.7040 -0.4732
```
Positions in Å, forces in eV/Å.

The highest occupied orbital energy is -0.3008 hartree. The calculation puts the frontier orbital gap at 8.511 eV. The total charge is 0. As for the energy above the lowest of the compared OMol25 structures with the same formula, charge and spin: 136.7 kJ/mol.

Charges in e, computed with natural (NBO), in the same order as the atoms: C -0.6706; C -0.6377; C -0.0389; C -0.0517; N -1.2889; O -1.1296; O -0.8829; O -0.9179; Si 2.3485; H 0.1848; H 0.2121; H 0.2065; H 0.2119; H 0.2174; H 0.2288; H 0.1164; H 0.1390; H 0.1871; H 0.1851; H 0.4248; H 0.4044; H 0.5511



Formula: C4H13NO3Tl
Source: the OMol25 dataset
Level of theory: wB97M-V/def2-TZVPD

```
22
Properties=species:S:1:pos:R:3:forces:R:3
Tl -2.864135 -0.081629 0.279340 0.4747 1.8624 -0.6300
O -1.309554 2.078713 1.221051 -1.5094 -1.0928 -0.5678
H -0.394000 1.770133 1.263732 -0.1042 -0.2420 0.3435
O -5.423208 -0.292585 -0.930761 2.4005 0.1153 1.0579
H -5.004225 -0.086399 -1.786766 -0.2907 -0.0266 -0.1370
C 2.013712 0.710757 -1.541541 0.1633 -0.2730 1.9406
C 0.823835 -0.033827 -0.855524 0.8616 1.0886 -0.7233
C 1.008296 -0.125315 0.686050 -0.7637 -0.2395 -2.2920
O -0.129540 -0.780798 1.248062 0.9018 -0.2185 0.3193
C 0.304277 -1.881734 2.084397 -0.7465 0.4007 -0.1708
N -0.385738 0.717107 -1.242877 -0.5046 -0.4475 0.3119
H 1.903745 0.827156 -2.615855 -0.1335 0.0778 0.0724
H 2.941618 0.179211 -1.320441 0.0371 -0.1048 -0.2616
H 2.102526 1.649447 -0.989990 0.1193 0.3986 -0.6111
H 0.897361 -1.029965 -1.294384 -0.9226 -0.1932 0.2238
H 1.112004 0.853882 1.153853 0.4643 0.0143 0.0053
H 1.932875 -0.703568 0.702305 -0.0271 -0.0580 0.9962
H -0.598239 -2.184467 2.611614 0.1672 -0.4314 -0.0367
H 1.037841 -1.562758 2.824550 0.0563 0.1170 -0.1061
H 0.715190 -2.649221 1.429639 -0.0549 -0.2549 0.2756
H -0.282364 1.033100 -2.202705 -0.3281 -0.4447 -0.2449
H -0.402277 1.592760 -0.723748 -0.2607 -0.0479 0.2347
```
Positions in Å, forces in eV/Å.

The highest occupied orbital energy is -0.5131 hartree. The calculation puts the frontier orbital gap at 4.635 eV. The total charge is +1. As for the energy above the lowest of the compared OMol25 structures with the same formula, charge and spin: 137.7 kJ/mol.

Charges in e, computed with Mulliken, in the same order as the atoms: Tl 1.1043; O -0.6035; H 0.2570; O -0.4830; H 0.3343; C -1.4569; C 0.4034; C -1.0732; O -0.1130; C -0.8056; N -0.3942; H 0.4204; H 0.3800; H 0.3816; H 0.2462; H 0.4287; H 0.5063; H 0.2400; H 0.3269; H 0.3344; H 0.2889; H 0.2769



Question: total charge of number 6 (C4H13NO3Tl)?
Answer: +1



Question: The highest total charge belongs to which entry?
Answer: C4H13NO3Tl



Question: The highest total charge belongs to which entry?
Answer: C4H13NO3Tl



Question: The highest total charge belongs to which entry?
Answer: C4H13NO3Tl